Here is a cluster of 3 separate species, C13H29IN2O4PS3 in total in a non-equilibrium geometry from the Open Molecules 2025 dataset. Energies are from the ωB97M-V functional and the def2-TZVPD basis.

Values from the calculation:
Lowest unoccupied orbital energy, Eh: -0.15283
Calculated total energy, Eh: -2756.3622
Kohn-Sham gap, Eh: 0.2543
HOMO, eV: -11.08
Charge: +1

Each line ends with the natural charge from an NBO analysis.
CARTESIAN COORDINATES (ANGSTROEM)
C: 5.911 -1.969 -0.620  -0.75
C: 4.453 -1.323 -0.234  0.69
O: 3.381 -2.157 -0.310  -0.57
N: 4.190 0.089 0.243  -0.72
C: 4.102 1.085 -0.897  -0.23
C: 2.576 1.048 -1.519  -0.42
C: 1.460 1.706 -0.459  -0.42
C: 0.010 1.035 -0.906  -0.45
C: -1.250 1.463 0.050  -0.31
C: -1.538 0.174 1.034  -0.26
N: -2.072 -1.061 0.284  -0.54
C: -2.799 -0.712 -0.854  -0.11
P: -3.606 -2.075 -1.920  0.96
O: -4.410 -3.161 -0.784  -0.96
I: -5.417 -1.041 -3.299  -0.04
S: -2.793 1.172 -1.036  0.34
H: 6.839 -1.362 -0.247  0.24
H: 6.028 -2.237 -1.776  0.27
H: 5.964 -3.022 -0.061  0.26
H: 4.849 0.397 0.991  0.39
H: 4.912 0.933 -1.738  0.20
H: 4.217 2.164 -0.401  0.21
H: 2.247 -0.089 -1.632  0.23
H: 2.476 1.599 -2.557  0.22
H: 1.712 1.389 0.660  0.22
H: 1.389 2.882 -0.579  0.22
H: -0.177 1.404 -2.015  0.24
H: 0.163 -0.131 -0.836  0.23
H: -1.295 2.539 0.523  0.31
H: -2.498 0.547 1.636  0.24
H: -0.607 -0.067 1.700  0.26
H: -1.951 -2.078 0.527  0.50
H: -5.130 -3.690 -1.241  0.52
C: -2.613 -6.579 -0.064  -0.82
S: -1.813 -5.441 1.092  1.26
O: -1.896 -4.065 0.500  -1.04
C: -0.130 -6.047 0.823  -0.82
H: -3.682 -6.355 -0.088  0.24
H: -2.195 -6.452 -1.065  0.24
H: -2.468 -7.608 0.276  0.24
H: 0.137 -5.953 -0.232  0.24
H: -0.064 -7.093 1.134  0.24
H: 0.556 -5.448 1.425  0.25
C: -2.921 7.134 1.180  -0.83
S: -1.311 6.687 0.487  1.25
O: -1.496 5.426 -0.305  -1.00
C: -0.546 6.233 2.062  -0.83
H: -3.584 7.420 0.360  0.25
H: -3.350 6.282 1.711  0.23
H: -2.805 7.981 1.860  0.24
H: -1.119 5.435 2.540  0.22
H: -0.505 7.109 2.714  0.24
H: 0.470 5.881 1.866  0.24

---

Here is a structure of composition C13H29N2NiS4Si from the Open Molecules 2025 dataset. Energies are from the ωB97M-V functional and the def2-TZVPD basis.

Values from the calculation:
Lowest unoccupied orbital energy (spin up / spin down), Eh: -0.09279 / -0.08807
Calculated total energy, Eh: -4012.6603
Kohn-Sham gap (spin up / spin down), Eh: 0.3035 / 0.3029
HOMO (spin up / spin down), eV: -10.78 / -10.64
Charge: +1

Each line ends with the natural charge from an NBO analysis.
CARTESIAN COORDINATES (ANGSTROEM)
Ni: -0.667 -0.173 0.035  0.62
C: -1.375 1.379 2.661  -0.54
C: -2.441 2.054 1.798  -0.55
S: -2.025 1.977 0.037  0.20
C: -3.530 1.336 -0.724  -0.54
C: -3.998 -0.028 -0.228  -0.55
S: -2.697 -1.295 -0.314  0.30
C: -2.859 -2.094 1.300  -0.54
C: -2.557 -1.169 2.466  -0.56
S: -0.959 -0.334 2.227  0.37
H: -1.663 1.402 3.712  0.25
H: -0.424 1.907 2.576  0.25
H: -2.523 3.095 2.106  0.25
H: -3.420 1.603 1.954  0.22
H: -3.271 1.286 -1.783  0.26
H: -4.343 2.055 -0.621  0.24
H: -4.836 -0.360 -0.839  0.25
H: -4.356 0.030 0.799  0.22
H: -2.148 -2.921 1.264  0.25
H: -3.853 -2.528 1.398  0.25
H: -2.514 -1.737 3.395  0.25
H: -3.336 -0.417 2.584  0.22
S: -0.453 -0.285 -2.270  -0.25
C: 0.810 0.818 -2.617  0.38
N: 0.790 2.129 -2.412  -0.57
C: 2.008 2.795 -2.881  -0.23
C: 2.906 1.596 -3.257  -0.23
N: 1.967 0.473 -3.169  -0.57
H: -0.025 2.589 -2.042  0.43
H: 2.449 3.405 -2.096  0.22
H: 1.794 3.427 -3.739  0.21
H: 3.724 1.463 -2.551  0.22
H: 3.316 1.690 -4.259  0.23
H: 2.206 -0.496 -3.292  0.44
C: 4.030 -0.977 0.308  -1.11
Si: 2.224 -1.436 0.517  1.64
C: 1.783 -2.691 -0.806  -1.11
C: 1.971 -2.265 2.179  -1.12
C: 1.197 0.132 0.419  -1.20
H: 4.692 -1.842 0.417  0.25
H: 4.339 -0.226 1.042  0.24
H: 4.208 -0.554 -0.688  0.22
H: 2.361 -3.606 -0.637  0.24
H: 2.014 -2.348 -1.819  0.22
H: 0.721 -2.956 -0.798  0.23
H: 2.669 -3.101 2.297  0.25
H: 0.961 -2.673 2.282  0.22
H: 2.136 -1.578 3.014  0.24
H: 1.640 0.802 -0.320  0.19
H: 1.355 0.651 1.377  0.20

---

Here is a structure of composition C13H29N2O6RuSe2 in a non-equilibrium geometry from the Open Molecules 2025 dataset. Energies are from the ωB97M-V functional and the def2-TZVPD basis.

Values from the calculation:
⟨S²⟩: 8.772
Lowest unoccupied orbital energy (spin up / spin down), Eh: 0.00941 / 0.00076
Calculated total energy, Eh: -5971.1754
ΔE to the lowest compared entry with this formula, charge and spin, eV: 1.188
Kohn-Sham gap (spin up / spin down), Eh: 0.2480 / 0.2631
HOMO (spin up / spin down), eV: -6.49 / -7.14
Spin multiplicity: 6

Each line ends with the Löwdin spin population.
CARTESIAN COORDINATES (ANGSTROEM)
Ru: -0.046 0.813 -0.143  3.16
C: -4.103 0.576 -0.185  0.03
Se: -2.545 1.811 -0.130  0.10
C: -2.583 2.300 -2.046  0.00
C: -1.744 1.415 -2.944  0.00
Se: 0.232 1.660 -2.808  0.11
C: 0.603 0.320 -4.193  0.01
H: -3.997 -0.145 -0.991  0.00
H: -5.027 1.137 -0.307  0.00
H: -4.122 0.055 0.768  0.00
H: -2.225 3.330 -2.085  0.00
H: -3.634 2.256 -2.342  0.00
H: -1.990 1.623 -3.990  0.00
H: -1.929 0.354 -2.735  0.00
H: 0.167 -0.644 -3.952  0.00
H: 1.684 0.216 -4.234  0.00
H: 0.224 0.678 -5.147  0.00
C: 1.925 0.910 5.024  0.00
O: 0.756 0.796 4.234  0.00
C: 0.707 1.260 2.976  0.01
O: -0.329 1.178 2.350  0.04
N: 1.817 1.881 2.475  0.00
N: 1.767 2.153 1.070  0.05
H: 1.665 0.475 5.988  0.00
H: 2.209 1.956 5.166  0.00
H: 2.763 0.347 4.598  0.00
H: 2.729 1.635 2.829  0.00
H: 2.676 2.476 0.755  0.00
H: 1.084 2.912 0.902  0.00
C: 3.424 -0.649 0.698  0.00
O: 2.053 -0.955 0.555  0.04
C: 1.551 -0.776 -0.745  0.04
O: 2.263 -0.206 -1.583  0.14
H: 3.652 -0.719 1.762  0.00
H: 3.645 0.350 0.315  0.00
H: 4.034 -1.367 0.143  0.00
O: -0.393 3.136 -0.289  0.49
O: -0.154 3.774 -1.415  0.60
C: 0.487 -3.566 0.021  0.01
C: -0.430 -2.342 -0.105  0.02
C: -0.765 -1.780 1.283  0.02
C: -1.745 -2.770 -0.771  0.00
C: 0.239 -1.290 -0.976  0.08
H: -0.013 -4.366 0.561  0.00
H: 1.398 -3.306 0.552  0.00
H: 0.757 -3.935 -0.966  0.00
H: -1.287 -2.524 1.881  0.00
H: -1.421 -0.903 1.194  0.01
H: 0.137 -1.490 1.816  0.00
H: -2.281 -3.472 -0.134  0.00
H: -1.556 -3.254 -1.726  0.00
H: -2.381 -1.903 -0.935  0.00
H: 0.048 -1.421 -2.041  0.01